C5H12N2O2 in the gas phase at a distorted geometry. Source: the OMol25 dataset; level of theory: ωB97M-V/def2-TZVPD.

```
21
Properties=species:S:1:pos:R:3:lowdin_charge:R:1
C 2.07 0.05 -0.24 -0.547
C -0.70 2.38 0.14 -0.144
C -0.22 -1.27 1.35 -0.026
C -1.21 -1.47 -0.90 -0.147
C 0.56 0.38 -0.47 -0.200
N 0.24 1.38 0.43 -0.122
N -0.10 -1.09 -0.13 -0.263
O 2.31 -1.25 -0.32 0.090
O 2.82 0.89 0.02 0.157
H -0.56 3.04 -0.73 0.082
H -1.71 1.89 -0.01 0.089
H -0.91 2.87 1.18 0.120
H -0.52 -0.24 1.66 0.090
H -1.07 -1.92 1.33 0.075
H 0.71 -1.59 1.69 0.069
H -2.13 -1.06 -0.64 0.051
H -1.04 -1.11 -1.91 0.081
H -1.42 -2.59 -0.96 0.112
H 0.36 0.51 -1.62 0.187
H 1.10 1.91 0.67 0.140
H 1.43 -1.70 -0.53 0.105
```

Values from the calculation:
- molar mass (g/mol) = 132.16
- SMILES = CN[C@@H](C(=O)O)N(C)C
- total charge = 0
- ΔE to the lowest compared entry with this formula, charge and spin (eV) = 3.0877

2 unconnected molecules or ions with the total composition C49H63N2 at a distorted geometry. Source: the OMol25 dataset; level of theory: ωB97M-V/def2-TZVPD.

```
114
Properties=species:S:1:pos:R:3:lowdin_charge:R:1
C 0.23 1.19 -2.99 -0.062
C -0.44 2.55 -3.04 -0.514
C 0.73 3.55 -3.02 -0.066
C -1.18 2.75 -4.35 -0.030
C -1.45 2.80 -1.87 -0.067
C -1.42 4.08 -1.33 -0.062
C -2.31 4.52 -0.36 -0.057
C -3.35 3.68 0.00 -0.053
C -3.41 2.35 -0.44 -0.079
C -4.57 1.55 0.24 -0.521
C -4.38 0.06 0.17 -0.047
C -5.90 1.96 -0.40 -0.024
C -4.68 1.88 1.74 -0.051
C -2.51 1.90 -1.45 -0.040
N -2.86 0.72 -2.24 -0.001
C -3.99 0.74 -3.16 -0.101
C -4.19 -0.70 -3.53 -0.092
N -2.97 -1.37 -3.07 0.014
C -2.63 -2.68 -3.63 -0.066
C -2.20 -2.81 -4.99 -0.071
C -1.98 -1.69 -6.06 -0.521
C -0.89 -2.08 -7.07 -0.067
C -1.48 -0.39 -5.45 -0.054
C -3.26 -1.49 -6.88 -0.031
C -1.99 -4.09 -5.50 -0.045
C -1.83 -5.18 -4.67 -0.043
C -2.14 -5.04 -3.33 -0.045
C -2.80 -3.88 -2.88 -0.079
C -3.85 -4.14 -1.76 -0.519
C -3.40 -5.30 -0.85 -0.058
C -5.18 -4.55 -2.42 -0.028
C -4.07 -2.93 -0.88 -0.060
C -2.33 -0.56 -2.15 -0.252
C -1.43 -0.90 -1.12 -0.063
C -0.61 -2.09 -1.22 -0.218
C 0.16 -2.36 -2.39 -0.025
C 0.86 -3.55 -2.50 -0.075
C 0.86 -4.48 -1.45 -0.090
C 0.18 -4.20 -0.26 -0.091
C -0.58 -3.03 -0.16 -0.071
H -0.50 0.40 -2.89 0.035
H 0.79 1.02 -3.92 0.099
H 0.93 1.11 -2.15 0.080
H 0.41 4.57 -3.27 0.083
H 1.23 3.56 -2.04 0.086
H 1.47 3.26 -3.77 0.098
H -1.52 3.79 -4.43 0.100
H -0.53 2.52 -5.20 0.096
H -2.07 2.11 -4.41 0.048
H -0.68 4.82 -1.66 0.107
H -2.20 5.50 0.08 0.117
H -4.12 4.06 0.67 0.111
H -3.45 -0.25 0.67 0.078
H -5.22 -0.46 0.66 0.107
H -4.35 -0.28 -0.86 0.053
H -6.09 3.03 -0.24 0.094
H -5.90 1.78 -1.48 0.064
H -6.72 1.38 0.04 0.099
H -5.00 2.91 1.93 0.080
H -5.44 1.22 2.18 0.099
H -3.73 1.70 2.24 0.060
H -4.88 1.16 -2.70 0.097
H -3.75 1.36 -4.03 0.115
H -5.07 -1.12 -3.01 0.121
H -4.33 -0.84 -4.61 0.099
H -1.22 -2.85 -7.77 0.076
H -0.61 -1.21 -7.68 0.093
H 0.02 -2.43 -6.56 0.095
H -2.14 -0.04 -4.66 0.048
H -0.47 -0.52 -5.04 0.081
H -1.43 0.40 -6.22 0.100
H -4.14 -1.32 -6.25 0.063
H -3.14 -0.63 -7.55 0.097
H -3.45 -2.38 -7.49 0.093
H -1.88 -4.24 -6.58 0.109
H -1.51 -6.14 -5.07 0.115
H -1.93 -5.86 -2.65 0.111
H -2.38 -5.13 -0.49 0.072
H -4.06 -5.37 0.02 0.090
H -3.46 -6.26 -1.38 0.083
H -5.52 -3.77 -3.11 0.085
H -5.06 -5.48 -2.99 0.093
H -5.95 -4.71 -1.65 0.094
H -4.67 -2.18 -1.40 0.057
H -4.63 -3.21 0.03 0.098
H -3.11 -2.52 -0.56 0.063
H -1.52 -0.30 -0.22 0.073
H 0.18 -1.62 -3.19 0.097
H 1.40 -3.77 -3.42 0.111
H 1.40 -5.42 -1.56 0.106
H 0.23 -4.88 0.59 0.110
H -1.12 -2.80 0.76 0.092
C 0.68 0.95 0.59 -0.084
C 0.34 2.41 1.04 -0.104
C -0.94 2.23 1.77 0.040
C -1.24 0.90 1.97 -0.019
C -0.24 0.07 1.37 -0.091
C 0.19 -1.11 2.06 -0.190
C -0.72 -1.78 2.92 -0.019
C -0.24 -2.48 4.02 -0.035
C 1.14 -2.57 4.23 -0.027
C 2.03 -2.16 3.23 -0.037
C 1.56 -1.48 2.11 0.028
H 0.39 0.85 -0.47 0.093
H 1.75 0.73 0.68 0.127
H 1.15 2.78 1.71 0.145
H 0.29 3.10 0.19 0.101
H -1.50 3.08 2.16 0.131
H -2.04 0.51 2.61 0.119
H -1.79 -1.70 2.75 0.128
H -0.95 -2.90 4.74 0.120
H 1.54 -2.97 5.16 0.122
H 3.11 -2.33 3.34 0.119
H 2.25 -1.14 1.32 0.127
```

Values from the calculation:
- molar mass (g/mol) = 680.06
- total charge = +1
- ΔE to the lowest compared entry with this formula, charge and spin (eV) = 0.6109

A molecular structure, C6H5O3PS at a distorted geometry. Source: the OMol25 dataset; level of theory: ωB97M-V/def2-TZVPD.

```
16
Properties=species:S:1:pos:R:3:lowdin_charge:R:1
C 0.67 -1.05 -1.41 -0.244
C 0.93 -0.15 -0.39 -0.244
C -0.55 -1.33 -1.93 -0.762
C 0.09 0.25 0.57 -0.113
C -1.36 0.52 2.67 -0.066
C -0.62 0.40 1.57 -0.164
O 3.07 0.59 1.59 -0.390
O 1.75 -1.55 2.26 -0.364
O 3.38 -1.55 0.32 -0.382
P 2.55 -0.78 1.28 0.149
S -1.92 -0.45 -1.73 0.385
H 1.68 -1.48 -1.66 0.103
H 2.03 0.07 -0.26 0.068
H -0.75 -2.07 -2.57 -0.045
H -0.83 0.87 3.63 0.053
H -2.29 -0.03 2.70 0.016
```

Values from the calculation:
- molar mass (g/mol) = 188.14
- total charge = -2
- ΔE to the lowest compared entry with this formula, charge and spin (eV) = 0.5072

2 unconnected molecules or ions with the total composition C4H13NO2 at a distorted geometry. Source: the OMol25 dataset; level of theory: ωB97M-V/def2-TZVPD.

```
20
Properties=species:S:1:pos:R:3:lowdin_charge:R:1
O -18.35 -7.08 -8.06 -0.099
H -18.64 -7.61 -8.80 0.054
H -17.80 -7.67 -7.54 -0.099
C -15.23 -11.69 -4.60 -0.089
C -15.41 -10.18 -4.54 -0.402
C -16.84 -9.69 -4.91 -0.183
O -16.72 -8.37 -5.38 -0.141
C -17.81 -7.91 -6.09 -0.144
N -14.97 -9.81 -3.17 0.026
H -14.28 -11.96 -4.13 0.073
H -15.13 -11.90 -5.66 0.072
H -16.05 -12.30 -4.23 0.080
H -14.73 -9.79 -5.30 0.135
H -17.50 -9.69 -4.05 0.130
H -17.21 -10.39 -5.66 0.122
H -18.79 -7.95 -5.62 0.132
H -17.78 -8.62 -6.92 0.110
H -17.69 -6.90 -6.49 0.111
H -14.14 -10.34 -2.96 0.051
H -15.66 -10.17 -2.52 0.063
```

Values from the calculation:
- molar mass (g/mol) = 107.15
- SMILES = COC[C@H](C)N.O
- total charge = 0
- ΔE to the lowest compared entry with this formula, charge and spin (eV) = 3.7406

C7H10 in the gas phase. Source: the OMol25 dataset; level of theory: ωB97M-V/def2-TZVPD.

```
17
Properties=species:S:1:pos:R:3:lowdin_charge:R:1
C 0.50 1.76 0.00 -0.061
C 1.21 0.43 -0.14 -0.250
C 0.69 -0.79 0.56 -0.259
C -0.46 -0.70 1.54 -0.067
C 0.48 -0.63 -0.93 -0.242
C -0.86 -0.44 -1.41 -0.135
C -1.98 -0.60 -1.83 0.128
H 0.18 1.97 1.03 0.076
H 1.14 2.58 -0.33 0.076
H -0.40 1.73 -0.62 0.071
H 2.29 0.45 -0.32 0.132
H 1.41 -1.56 0.80 0.133
H -1.00 -1.65 1.61 0.081
H -0.09 -0.43 2.54 0.081
H -1.19 0.06 1.24 0.073
H 1.03 -1.28 -1.59 0.140
H -2.95 -0.89 -2.17 0.024
```

Values from the calculation:
- molar mass (g/mol) = 94.16
- SMILES = C#C[C@@H]1[C@H](C)[C@@H]1C
- total charge = 0
- ΔE to the lowest compared entry with this formula, charge and spin (eV) = 2.5667